Record 1
The following is a DFT calculation (ωB97M-V with the def2-TZVPD basis set) of a 2-piece molecular cluster, C9H16N2O2 overall at a distorted geometry.

XYZ file:
```
29
C9H16N2O2, DFT ωB97M-V with the def2-TZVPD basis set
C 0.867 -2.495 -1.091
C -0.468 -1.749 -0.760
C -0.713 -1.422 0.749
C -1.973 -0.565 0.764
C -2.248 -0.153 2.176
C -0.302 1.749 0.260
C -0.218 1.893 -1.252
C 0.575 1.034 -1.983
C 1.602 0.159 -0.044
H 1.710 -1.597 -1.156
H 1.248 -3.211 -0.309
H 0.692 -2.998 -2.125
H -1.328 -2.417 -1.082
H -0.604 -0.840 -1.327
H -0.844 -2.279 1.461
H 0.223 -0.936 1.328
H -2.897 -1.021 0.264
H -1.641 0.342 0.234
H -1.320 0.404 2.421
H -3.152 0.598 2.276
H -2.411 -0.991 2.887
H 0.773 0.749 1.752
H -0.873 2.648 -1.653
H 0.765 1.182 -3.021
H 2.243 -0.329 -1.993
N 0.651 0.783 0.704
N 1.466 0.179 -1.435
O -1.169 2.259 1.060
O 2.402 -0.601 0.471
```

Summary:
- LUMO level (eV) = 0.15
- SMILES = O=c1cc[nH]c(=O)[nH]1.CCCCC
- orbital gap (Eh) = 0.3550
- energy relative to the best compared isomer or geometry (same formula, charge and spin) (kcal per mole) = 98.3
- highest occupied orbital energy (eV) = -9.509

Record 2
The following is a DFT calculation (ωB97M-V with the def2-TZVPD basis set) of one molecule with the formula C4H12N3 at a distorted geometry.

XYZ file:
```
19
C4H12N3, DFT ωB97M-V with the def2-TZVPD basis set
C -0.177 -1.770 1.308
C -1.000 -1.013 0.277
C -0.712 0.476 0.256
N -0.140 2.597 -1.800
C 0.762 1.579 -1.431
N 0.563 0.768 -0.341
N 1.238 -1.696 0.998
H -0.597 -2.781 1.383
H -0.335 -1.221 2.239
H -0.875 -1.387 -0.737
H -2.081 -1.182 0.342
H -1.486 1.059 -0.249
H -0.688 0.867 1.267
H 0.174 3.214 -2.510
H -0.901 2.889 -1.221
H 1.658 1.565 -1.997
H 1.249 0.161 -0.004
H 1.532 -2.437 0.389
H 1.816 -1.689 1.832
```

Summary:
- LUMO level (alpha / beta) (eV) = 1.07 / 1.05
- orbital gap (alpha / beta) (Eh) = 0.1895 / 0.3422
- energy relative to the best compared isomer or geometry (same formula, charge and spin) (kcal per mole) = 9.4
- highest occupied orbital energy (alpha / beta) (eV) = -4.085 / -8.259
- 2S+1 = 2

Record 3
The following is a DFT calculation (ωB97M-V with the def2-TZVPD basis set) of one molecule with the formula C6H12O.

XYZ file:
```
19
C6H12O, DFT ωB97M-V with the def2-TZVPD basis set
C 2.761 -0.651 -0.071
O 1.588 -0.053 -0.639
C 1.184 1.059 -0.074
C -0.136 1.414 -0.709
C -1.237 1.175 0.348
C -1.239 -0.253 0.905
C -1.446 -1.318 -0.171
H 2.446 -1.351 0.708
H 3.400 0.123 0.358
H 3.268 -1.196 -0.871
H -0.289 -0.435 1.427
H -0.117 2.482 -0.960
H -0.342 0.837 -1.623
H -2.210 1.388 -0.114
H -1.105 1.891 1.167
H -2.024 -0.340 1.667
H -2.383 -1.147 -0.714
H -0.629 -1.305 -0.898
H -1.488 -2.321 0.265
```

Summary:
- LUMO level (eV) = 1.06
- orbital gap (Eh) = 0.3458
- energy relative to the best compared isomer or geometry (same formula, charge and spin) (kcal per mole) = 68.5
- highest occupied orbital energy (eV) = -8.348

Record 4
The following is a DFT calculation (ωB97M-V with the def2-TZVPD basis set) of a 2-piece molecular cluster, C2HNOS overall at a distorted geometry.

XYZ file:
```
6
C2HNOS, DFT ωB97M-V with the def2-TZVPD basis set
C 1.727 0.478 0.049
C -1.889 -0.542 -0.454
N 2.187 1.516 -0.036
O 1.083 -0.628 0.040
S -3.253 -0.500 0.250
H 0.146 -0.323 0.151
```

Summary:
- LUMO level (alpha / beta) (eV) = -1.50 / -4.47
- orbital gap (alpha / beta) (Eh) = 0.2507 / 0.2494
- energy relative to the best compared isomer or geometry (same formula, charge and spin) (kcal per mole) = 64.9
- highest occupied orbital energy (alpha / beta) (eV) = -8.319 / -11.259
- 2S+1 = 3

Record 5
The following is a DFT calculation (ωB97M-V with the def2-TZVPD basis set) of C17H43ClFInN2O2P as an isolated structure.

XYZ file:
```
68
C17H43ClFInN2O2P, DFT ωB97M-V with the def2-TZVPD basis set
C -7.287 0.947 3.563
C -5.877 0.428 3.287
F -5.129 1.485 2.735
C -5.149 -0.107 4.507
In -3.202 -0.990 3.914
Cl -2.060 -1.655 5.992
C -1.985 0.474 2.825
C -1.687 1.663 3.753
N -0.610 1.389 4.714
P -3.643 -3.138 2.612
N -2.932 -3.317 1.218
O -3.340 -4.433 3.559
O -5.244 -3.321 2.349
H -7.468 1.844 2.971
H -8.034 0.207 3.285
H -7.412 1.207 4.612
H -5.935 -0.359 2.529
H -4.948 0.734 5.175
H -5.792 -0.819 5.020
H -2.539 0.838 1.959
H -1.037 0.078 2.455
H -2.590 1.914 4.314
H -1.439 2.550 3.163
H -0.101 0.569 4.421
H -0.999 1.174 5.618
H -2.286 -2.550 1.076
H -3.399 -4.149 4.476
H -5.329 -3.441 1.400
C 1.547 -3.274 -2.777
C 0.441 -2.307 -3.191
C 0.730 -0.857 -2.809
C 0.878 -0.603 -1.309
C -0.327 -1.015 -0.466
C -1.607 -0.264 -0.821
H 1.674 -3.299 -1.694
H 1.319 -4.290 -3.102
H 2.502 -2.985 -3.222
H -0.507 -2.628 -2.751
H 0.308 -2.361 -4.275
H -0.065 -0.221 -3.209
H 1.652 -0.536 -3.308
H 1.071 0.465 -1.158
H 1.767 -1.124 -0.938
H -0.092 -0.834 0.585
H -0.501 -2.091 -0.555
H -1.473 0.814 -0.705
H -2.422 -0.573 -0.167
H -1.919 -0.461 -1.849
C 7.468 1.470 -2.562
C 6.472 2.621 -2.453
C 5.137 2.214 -1.830
C 4.365 1.146 -2.606
C 4.044 1.503 -4.055
C 3.149 2.732 -4.192
H 7.097 0.676 -3.211
H 8.418 1.814 -2.975
H 7.667 1.035 -1.581
H 6.306 3.055 -3.443
H 6.910 3.415 -1.844
H 4.513 3.105 -1.716
H 5.316 1.843 -0.817
H 3.429 0.943 -2.077
H 4.926 0.207 -2.589
H 3.542 0.648 -4.516
H 4.966 1.655 -4.624
H 2.210 2.588 -3.654
H 2.909 2.925 -5.239
H 3.630 3.627 -3.795
```

Summary:
- LUMO level (eV) = 2.38
- orbital gap (Eh) = 0.2791
- highest occupied orbital energy (eV) = -5.210
- net charge = -1

Record 6
The following is a DFT calculation (ωB97M-V with the def2-TZVPD basis set) of a 2-piece molecular cluster, C4H12 overall at a distorted geometry.

XYZ file:
```
16
C4H12, DFT ωB97M-V with the def2-TZVPD basis set
C 0.753 -1.775 -1.488
C 1.150 -0.626 -2.419
H 1.201 -1.525 -0.521
H -0.322 -1.882 -1.412
H 1.201 -2.721 -1.793
H 1.237 -0.998 -3.450
H 2.152 -0.300 -2.152
H 0.355 0.110 -2.533
C -0.748 1.367 2.679
C -1.194 1.104 1.228
H 0.177 0.855 2.908
H -0.598 2.424 2.886
H -1.464 0.987 3.414
H -1.046 1.973 0.607
H -2.216 0.743 1.237
H -0.638 0.262 0.808
```

Summary:
- LUMO level (eV) = 1.13
- SMILES = CC.CC
- orbital gap (Eh) = 0.4656
- energy relative to the best compared isomer or geometry (same formula, charge and spin) (kcal per mole) = 8.2
- highest occupied orbital energy (eV) = -11.544